Entry 1:
This record from the Open Molecules 2025 dataset describes C13H13ClN2O2Re as an isolated structure. The level of theory is ωB97M-V/def2-TZVPD.

The value obtained for the orbital gap (alpha / beta) is 6.8 / 4.8 eV. As for the total charge: +2. Its expectation value of S² is 3.79. As for the spin multiplicity: 4. The calculation puts the HOMO energy (alpha / beta) at -14.367 / -16.151 eV.

```
32
Properties=species:S:1:pos:R:3:lowdin_charge:R:1
C 1.426 0.731 1.003 -0.213
N -1.210 1.263 1.366 -0.033
C -0.372 -0.990 -2.202 -0.161
C -1.083 1.397 2.694 -0.290
H -3.840 3.293 0.686 0.151
C 0.924 -1.343 -1.731 -0.142
H -0.176 0.981 4.441 0.153
H 1.316 -2.368 -1.635 0.155
H 1.161 2.040 -2.053 0.152
C -0.442 0.457 -2.370 -0.350
H -1.212 -1.661 -2.419 0.121
N -0.179 0.793 3.463 0.302
H -1.887 2.411 4.408 0.150
C 1.700 -0.127 -1.589 -0.164
C -1.614 1.239 -2.830 -0.038
O 2.274 1.180 1.707 0.145
C -2.968 2.965 2.660 0.039
C -3.083 2.784 1.272 0.063
H 0.532 0.145 3.223 0.095
H -1.572 1.404 -3.914 0.121
C 0.868 0.979 -1.970 -0.110
C -2.181 1.946 0.663 -0.084
Re 0.014 -0.052 -0.111 1.251
H -2.521 0.678 -2.576 0.075
O -0.292 -2.092 2.293 0.162
H 2.782 -0.078 -1.381 0.155
H -2.300 1.759 -0.450 0.087
Cl -2.614 -0.924 -0.189 0.120
H -3.657 3.641 3.164 0.150
C -1.992 2.285 3.335 0.094
C -0.162 -1.336 1.389 -0.240
H -1.628 2.212 -2.325 0.085
```

Entry 2:
This record from the Open Molecules 2025 dataset describes a single C9H15NS2 molecule. The level of theory is ωB97M-V/def2-TZVPD.

The value obtained for the orbital gap is 9.5 eV. As for the spin multiplicity: 1. Its energy above the lowest of the compared OMol25 structures with the same formula, charge and spin is 0.000 eV. As for the structure (SMILES): N=C1S[C@@H]2CCCCCC[C@H]2S1. The calculation puts the HOMO energy at -8.842 eV.

```
27
Properties=species:S:1:pos:R:3:nbo_charge:R:1
C -0.819 -1.799 -1.082 -0.403
C 0.695 1.268 -0.249 -0.373
H -0.411 -1.393 -1.996 0.199
H 2.222 -1.433 0.325 0.220
N 1.559 2.689 3.243 -0.674
C -0.481 1.216 -1.186 -0.403
H 2.012 2.262 4.070 0.362
H -2.891 -1.168 -1.321 0.217
C 1.493 2.101 2.087 -0.124
H -0.013 -2.175 0.991 0.208
C -2.025 -0.904 -0.622 -0.417
H 0.719 -3.108 -0.391 0.212
C 1.337 -1.103 -0.116 -0.430
S 2.228 0.610 1.927 0.258
H -0.605 2.237 -1.406 0.219
H -2.614 1.156 -1.205 0.219
H -2.001 1.050 0.427 0.214
H 1.560 1.338 -0.905 0.216
H -1.129 -2.866 -1.508 0.213
C 0.287 -2.138 -0.050 -0.400
H 1.598 -0.778 -1.195 0.200
H 0.003 -0.049 1.208 0.215
C -1.830 0.649 -0.614 -0.421
S 0.668 2.770 0.703 0.320
H -2.295 -1.201 0.394 0.207
C 0.927 0.087 0.617 -0.264
H -0.194 0.682 -2.148 0.212
```

| no. | maximum force (eV/A) |
| --- | --- |
| 1 | 7.076 |
| 2 | 4.734 |